This record from the Open Molecules 2025 dataset describes a structure of composition C33H50AsO7P2S4Ta. The level of theory is ωB97M-V/def2-TZVPD.

Output
total charge	+2
energy above the lowest of the compared OMol25 structures with the same formula, charge and spin	151.5	kJ/mol
lowest unoccupied orbital energy	-6.796	eV

Last column: Löwdin charge in e.
Element x y z (Å)
Ta (0.09, 0.07, 0.38)  1.3918
O (-0.48, -3.79, 0.33)  -0.2216
As (-0.75, -2.93, 1.83)  0.9508
O (-0.27, -3.76, 3.12)  -0.3743
O (0.17, -1.48, 1.55)  -0.5674
C (-2.58, -2.40, 1.76)  -0.2347
C (-3.34, -2.97, 2.78)  -0.0561
C (-4.73, -2.88, 2.78)  -0.0140
C (-5.38, -2.25, 1.73)  -0.0143
C (-4.64, -1.66, 0.72)  -0.0229
C (-3.26, -1.73, 0.73)  -0.2658
S (-2.46, -0.71, -0.46)  0.5812
O (-3.35, -0.38, -1.51)  -0.1983
O (-1.94, 0.48, 0.34)  -0.4579
O (-1.14, -1.28, -0.86)  -0.4205
H (-0.19, -4.69, 0.52)  0.0768
H (-2.83, -3.51, 3.56)  0.1146
H (-5.29, -3.32, 3.59)  0.1272
H (-6.46, -2.19, 1.71)  0.1279
H (-5.14, -1.13, -0.09)  0.1263
C (-0.07, 3.86, -3.42)  -0.0795
C (-0.43, 3.17, -2.10)  -0.5152
C (-1.93, 2.94, -1.96)  -0.0906
P (0.66, 1.72, -1.77)  1.0459
C (2.34, 2.41, -1.38)  -0.5359
C (2.22, 3.79, -0.73)  -0.1153
C (3.38, 2.46, -2.50)  -0.0822
C (0.63, 0.56, -3.24)  -0.5046
C (1.49, 0.85, -4.47)  -0.0867
C (-0.82, 0.35, -3.70)  -0.0981
H (-0.60, 4.81, -3.49)  0.0967
H (-0.38, 3.27, -4.28)  0.0723
H (0.99, 4.07, -3.51)  0.0670
H (-0.15, 3.85, -1.29)  0.0890
H (-2.35, 2.34, -2.76)  0.0708
H (-2.43, 3.91, -2.00)  0.0953
H (-2.18, 2.48, -1.01)  0.0546
H (2.73, 1.75, -0.61)  0.0016
H (2.00, 4.57, -1.47)  0.0904
H (3.18, 4.04, -0.28)  0.0818
H (1.47, 3.83, 0.05)  0.0454
H (3.03, 2.97, -3.39)  0.0759
H (3.73, 1.46, -2.79)  0.0635
H (4.26, 3.00, -2.13)  0.0949
H (0.95, -0.39, -2.80)  0.0445
H (1.35, 1.87, -4.84)  0.0749
H (1.17, 0.18, -5.28)  0.0934
H (2.55, 0.69, -4.31)  0.0547
H (-1.17, 1.20, -4.29)  0.0815
H (-1.52, 0.20, -2.88)  0.0284
H (-0.86, -0.53, -4.34)  0.0996
C (2.89, -1.95, 3.08)  -0.0987
C (3.84, -2.40, 1.98)  -0.2659
C (3.20, -2.68, 0.62)  -0.2982
S (3.21, -1.26, -0.50)  1.0896
O (1.89, -0.46, -0.17)  -0.7472
C (2.88, -2.06, -2.08)  -0.3044
C (1.58, -2.86, -2.21)  -0.2749
C (1.79, -4.37, -2.19)  -0.0798
H (3.44, -1.83, 4.01)  0.0813
H (2.10, -2.69, 3.25)  0.0657
H (2.41, -1.00, 2.85)  0.0283
H (4.33, -3.33, 2.28)  0.1233
H (4.64, -1.66, 1.86)  0.0837
H (2.17, -3.04, 0.67)  0.0844
H (3.79, -3.41, 0.07)  0.1069
H (3.77, -2.70, -2.20)  0.1135
H (2.98, -1.26, -2.81)  0.0788
H (1.11, -2.57, -3.16)  0.1188
H (0.87, -2.58, -1.43)  0.0611
H (2.40, -4.69, -3.03)  0.0906
H (0.83, -4.87, -2.27)  0.0863
H (2.27, -4.70, -1.27)  0.0707
S (4.04, 1.30, 1.72)  0.4080
P (2.62, 2.14, 2.73)  0.3790
S (0.52, 1.69, 1.86)  0.4018
C (2.55, 3.93, 2.71)  -0.4121
C (3.75, 4.60, 2.47)  -0.1016
C (3.79, 5.98, 2.54)  -0.0476
C (2.63, 6.69, 2.83)  -0.0409
C (1.43, 6.02, 3.06)  -0.0489
C (1.39, 4.64, 3.01)  -0.1085
C (2.34, 1.54, 4.40)  -0.3985
C (3.38, 0.85, 5.01)  -0.1077
C (3.25, 0.46, 6.34)  -0.0502
C (2.08, 0.74, 7.03)  -0.0400
C (1.05, 1.43, 6.41)  -0.0487
C (1.17, 1.84, 5.09)  -0.0971
H (4.65, 4.04, 2.24)  0.0868
H (4.72, 6.51, 2.36)  0.1188
H (2.66, 7.77, 2.88)  0.1191
H (0.53, 6.58, 3.29)  0.1175
H (0.45, 4.13, 3.18)  0.0735
H (4.29, 0.63, 4.47)  0.0867
H (4.06, -0.07, 6.83)  0.1188
H (1.98, 0.43, 8.06)  0.1190
H (0.14, 1.66, 6.95)  0.1171
H (0.36, 2.38, 4.62)  0.0789